Computed, not measured: a molecular structure, C4H6N2O2 in a non-equilibrium geometry, with wB97M-V/def2-TZVPD.

The lowest unoccupied orbital energy is 0.0167 eV. The calculation puts the orbital gap at 8.294 eV. As for the charge: 0. The molar mass comes out at 114.10 g/mol. The largest force on an atom comes out at 0.0702 hartree/bohr. The calculation puts the total energy at -11318.3997 eV. The energy above the lowest of the compared OMol25 structures with the same formula, charge and spin is 60.93 kcal per mole.

Last column: Löwdin charge in e.
Positions of all 14 atoms, in Å:
C1 -1.7365 -0.8156 0.0934  -0.008
C2 0.5749 0.5203 0.0844  -0.453
C3 -0.2964 -0.6272 0.3598  -0.230
N1 0.3180 1.2832 -1.0836  0.117
O1 0.9744 1.3383 1.1427  0.031
N2 0.5253 -1.5912 0.7886  0.197
C4 1.6507 -0.9757 0.3427  -0.350
O2 2.7711 -1.2198 0.0600  0.131
H1 0.3032 2.0277 1.2540  0.106
H2 1.0400 1.9765 -1.2366  0.095
H3 0.2007 0.7196 -1.9158  0.094
H4 -2.2186 -1.1247 1.0234  0.096
H5 -1.9008 -1.6090 -0.6397  0.094
H6 -2.2059 0.0976 -0.2733  0.081